No. 1
DFT (the ωB97M-V functional and the def2-TZVPD basis) results for a molecular structure, C15H16MnN2O5.

Calculated values
Spin multiplicity ... 4
HOMO energy (alpha / beta) ... -23.3 / -23.4 eV
Expectation value of S² ... 3.812
HOMO-LUMO gap (alpha / beta) ... 0.1466 / 0.1782 Ha
Net charge ... +4

Cartesian coordinates (Å):
Mn -0.141 0.031 0.418
O 1.850 -0.466 4.046
C 1.147 -0.183 3.031
O 1.268 -0.691 1.906
C -0.025 0.818 3.201
C -0.303 1.557 4.351
C -1.350 2.488 4.260
C -1.929 2.801 3.009
C -1.521 2.040 1.911
N -0.637 1.023 2.073
C -1.884 2.107 0.480
O -2.608 2.974 -0.047
O -1.364 1.206 -0.286
H 2.630 -0.985 3.843
H 0.323 1.474 5.265
H -1.783 3.117 5.055
H -2.572 3.681 2.919
H -2.896 3.739 0.546
O -1.077 -1.842 -0.067
C -1.343 -2.079 -1.515
C -0.237 -3.041 -1.982
C 1.206 -2.561 -1.528
C 1.440 -1.179 -1.973
C 2.178 -1.095 -3.269
C 2.176 0.098 -4.073
C 1.457 1.107 -3.522
C 1.014 1.062 -2.185
N 0.954 -0.054 -1.425
H -1.604 -2.465 0.444
H -1.251 -1.138 -2.001
H -2.263 -2.678 -1.659
H -0.451 -3.208 -3.074
H -0.357 -3.918 -1.368
H 2.017 -3.256 -1.824
H 1.174 -2.537 -0.473
H 2.349 -2.108 -3.616
H 2.517 0.132 -5.078
H 1.206 2.042 -4.014
H 0.686 1.987 -1.776

***

No. 2
DFT (the ωB97M-V functional and the def2-TZVPD basis) results for a molecular structure, C15H17Cl3F5GeInN5OTe.

Calculated values
Spin multiplicity ... 2
HOMO energy (alpha / beta) ... -7.7 / -7.6 eV
Relative energy (zero: lowest compared OMol25 entry of this formula, charge and spin) ... 1.8070 eV
Expectation value of S² ... 0.787
HOMO-LUMO gap (alpha / beta) ... 0.2810 / 0.1899 Ha

Cartesian coordinates (Å):
In -0.137 0.671 0.010
N 1.785 7.172 0.654
C 1.369 5.874 0.654
C 2.155 4.854 1.203
C 1.677 3.561 1.198
N 0.489 3.223 0.697
C -0.264 4.189 0.173
C 0.119 5.511 0.135
H 2.735 7.387 0.892
H 1.273 7.856 0.129
H 3.131 5.073 1.616
H 2.272 2.753 1.608
H -1.223 3.879 -0.229
H -0.532 6.262 -0.294
C 2.217 -4.923 -0.328
N 1.378 -3.872 0.209
C 0.993 -3.700 1.512
C 0.281 -2.537 1.543
N 0.226 -2.002 0.282
C 0.892 -2.829 -0.491
H 2.435 -5.644 0.455
H 3.152 -4.503 -0.699
H 1.711 -5.432 -1.148
H 1.269 -4.396 2.285
H -0.185 -2.045 2.381
H 1.041 -2.721 -1.552
N -2.792 0.030 -0.439
C -2.899 -1.299 -0.626
C -3.667 -2.175 0.183
C -3.758 -3.513 -0.127
C -3.092 -4.034 -1.236
C -2.341 -3.191 -2.051
C -2.235 -1.853 -1.754
H -4.197 -1.772 1.036
H -4.356 -4.165 0.496
H -3.160 -5.090 -1.458
H -1.832 -3.589 -2.920
H -1.642 -1.180 -2.362
F 1.581 -0.403 -1.926
Te 2.897 0.222 -0.671
F 3.593 -1.550 -0.710
F 2.253 1.914 -1.246
F 3.888 0.322 -2.277
F 4.426 1.142 -0.036
O 2.173 0.097 0.924
Cl -2.142 1.767 2.205
Ge -3.576 1.153 0.727
Cl -4.025 2.862 -0.434
Cl -5.355 0.644 1.802

***

No. 3
DFT (the ωB97M-V functional and the def2-TZVPD basis) results for C15H17FN2O in the gas phase.

Calculated values
HOMO energy ... -8.3 eV
Relative energy (zero: lowest compared OMol25 entry of this formula, charge and spin) ... 4.2887 eV
HOMO-LUMO gap ... 0.2845 Ha

Cartesian coordinates (Å):
C -0.503 -1.813 3.159
C -1.878 -1.760 3.047
C -2.732 -2.227 1.816
C -2.045 -2.001 0.424
C -2.076 -3.147 -0.499
C -1.492 -3.057 -1.893
C -0.893 -1.797 -2.267
F -0.364 -1.656 -3.548
C -0.839 -0.595 -1.356
N -0.238 0.554 -1.868
C -0.244 1.564 -0.959
C 0.414 2.929 -1.419
O 1.048 3.644 -0.360
C 2.073 2.882 0.295
C 3.181 2.273 -0.662
C 2.984 0.691 -0.890
C -0.862 1.466 0.399
N -1.460 0.360 0.918
C -1.413 -0.688 -0.002
H 0.076 -2.743 2.925
H 0.003 -0.887 3.560
H -2.449 -1.358 3.935
H -2.901 -3.344 1.942
H -3.769 -1.771 1.816
H -2.548 -4.118 -0.205
H -1.521 -3.898 -2.633
H -0.438 3.573 -1.802
H 1.075 2.756 -2.320
H 2.611 3.611 0.977
H 1.696 2.059 0.966
H 3.275 2.820 -1.648
H 4.175 2.384 -0.148
H 2.206 0.312 -0.169
H 3.941 0.155 -0.627
H 2.725 0.447 -1.958
H -0.819 2.380 1.055

***

No. 4
DFT (the ωB97M-V functional and the def2-TZVPD basis) results for a molecular structure, C15H17N2SbSe4Ta.

Calculated values
HOMO energy ... -11.5 eV
Relative energy (zero: lowest compared OMol25 entry of this formula, charge and spin) ... 0.9440 eV
HOMO-LUMO gap ... 0.2246 Ha
Net charge ... +1

Cartesian coordinates (Å):
Ta 0.287 -1.905 0.697
C -3.051 -0.168 -0.065
C -2.526 1.260 -0.071
C -1.408 1.515 -1.053
C -1.616 2.325 -2.160
C -0.581 2.615 -3.037
C 0.686 2.118 -2.800
C 0.949 1.294 -1.706
C 2.362 0.821 -1.470
C 2.752 -0.369 -2.345
C -0.124 0.989 -0.873
N 0.067 0.128 0.287
C 0.094 0.719 1.464
C -0.077 -0.041 2.638
C 0.081 0.271 3.981
C -0.235 -0.878 4.706
C -0.572 -1.857 3.792
N -0.490 -1.397 2.518
H -4.017 -0.208 0.439
H -2.408 -0.895 0.434
H -3.179 -0.536 -1.086
H -2.220 1.558 0.938
H -3.348 1.929 -0.327
H -2.598 2.749 -2.327
H -0.760 3.256 -3.889
H 1.504 2.381 -3.460
H 2.518 0.578 -0.419
H 3.032 1.655 -1.690
H 2.090 -1.221 -2.179
H 3.773 -0.690 -2.136
H 2.686 -0.114 -3.403
H 0.228 1.796 1.532
H 0.368 1.232 4.378
H -0.233 -0.993 5.777
H -0.864 -2.879 3.981
Se 2.743 -1.785 1.342
Sb 2.085 -3.848 0.021
Se -1.406 -3.732 0.135
Se -0.357 -2.604 -1.665
Se 3.765 -5.068 -0.901

***

No. 5
DFT (the ωB97M-V functional and the def2-TZVPD basis) results for a molecular structure, C15H17N4O16P4ScSe.

Calculated values
HOMO energy ... -2.5 eV
Relative energy (zero: lowest compared OMol25 entry of this formula, charge and spin) ... 0.9046 eV
HOMO-LUMO gap ... 0.2537 Ha
Net charge ... -2

Cartesian coordinates (Å):
Sc 0.255 -0.129 0.377
O 3.780 2.162 -1.040
C 2.700 1.698 -0.715
N 2.447 0.597 0.042
C 3.334 -0.418 0.124
O 4.245 -0.742 -0.633
C 3.046 -1.301 1.318
C 4.042 -2.070 1.900
C 3.723 -2.808 3.028
C 2.426 -2.771 3.517
C 1.482 -2.011 2.844
N 1.796 -1.292 1.772
C 1.432 2.453 -1.069
C 1.517 3.663 -1.737
C 0.348 4.330 -2.051
C -0.865 3.772 -1.682
C -0.867 2.556 -1.027
N 0.261 1.910 -0.729
H 5.030 -2.064 1.463
H 4.477 -3.409 3.522
H 2.139 -3.329 4.397
H 0.445 -1.980 3.156
H 2.497 4.030 -2.004
H 0.380 5.267 -2.592
H -1.803 4.251 -1.924
H -1.782 2.058 -0.735
O -3.711 0.739 2.375
P -2.583 -0.331 1.946
O -3.191 -1.676 1.907
O -1.828 0.290 0.779
O -1.552 -0.259 3.218
P -0.457 0.920 3.445
O -1.402 2.257 3.459
O 0.164 0.750 4.772
O 0.375 1.017 2.192
H -3.269 1.592 2.497
H -1.536 2.481 4.386
C 1.182 -4.690 0.352
C 0.313 -4.076 -0.729
O -0.118 -5.103 -1.616
P 1.238 -2.792 -1.696
O 2.746 -3.302 -1.803
O 0.682 -2.805 -3.156
O 1.225 -1.436 -1.083
P -1.162 -3.154 -0.091
O -1.883 -4.087 1.000
O -1.970 -2.932 -1.313
O -0.581 -2.007 0.720
H 1.991 -5.266 -0.100
H 0.567 -5.344 0.971
H 1.615 -3.916 0.984
H -0.873 -4.721 -2.093
H 3.350 -2.573 -1.565
H 0.012 -2.059 -3.265
H -2.405 -3.448 1.539
Se -1.355 -0.309 -2.901
C -0.483 1.003 -3.843
N 0.054 1.835 -4.448

***

No. 6
DFT (the ωB97M-V functional and the def2-TZVPD basis) results for a molecular structure, C15H17N4O2RuS4.

Calculated values
Spin multiplicity ... 5
HOMO energy (alpha / beta) ... -10.6 / -11.2 eV
Relative energy (zero: lowest compared OMol25 entry of this formula, charge and spin) ... 0.0000 eV
Expectation value of S² ... 6.026
HOMO-LUMO gap (alpha / beta) ... 0.2948 / 0.2270 Ha
Net charge ... +1

Cartesian coordinates (Å):
Ru -0.185 0.070 0.591
O -5.598 3.946 2.828
C -4.648 3.338 2.455
S -3.158 4.084 1.830
C -2.281 2.604 1.519
C -2.955 1.416 1.821
S -2.361 -0.170 1.632
S -4.560 1.549 2.471
S -0.722 2.739 0.888
O 1.676 0.346 -0.119
C 2.120 0.520 -1.342
C 3.501 0.750 -1.513
C 4.056 0.936 -2.755
C 3.249 0.901 -3.894
C 1.900 0.680 -3.757
C 1.302 0.487 -2.503
C -0.124 0.253 -2.412
N -0.871 0.068 -1.313
C -2.177 -0.127 -1.716
C -2.230 -0.061 -3.066
N -0.944 0.176 -3.482
H 4.111 0.777 -0.619
H 5.119 1.111 -2.856
H 3.676 1.048 -4.876
H 1.297 0.661 -4.657
H -2.976 -0.291 -1.016
H -3.058 -0.157 -3.745
H -0.666 0.297 -4.440
N 0.214 -2.402 0.436
C -0.002 -3.040 1.750
C 0.907 -2.443 2.824
C 0.436 -1.123 3.429
N 0.704 0.039 2.545
H -0.386 -2.822 -0.264
H 1.173 -2.542 0.136
H 0.183 -4.115 1.696
H -1.049 -2.896 2.023
H 1.915 -2.317 2.411
H 0.987 -3.168 3.634
H 0.943 -0.976 4.384
H -0.636 -1.164 3.616
H 1.710 0.129 2.409
H 0.407 0.889 3.017